Density functional theory data (ωB97M-V/def2-TZVPD) for the molecule C4H7NO at a distorted geometry.

```
13
Properties=species:S:1:pos:R:3:forces:R:3:mulliken_charge:R:1
C -0.919 -1.930 0.242 -0.144 -0.154 -0.054 -0.571
O -0.297 -0.866 0.944 -0.119 0.364 0.220 -0.351
C 0.408 0.031 0.136 0.236 0.127 -0.344 -0.412
C 0.151 1.561 0.291 -0.013 -0.077 0.091 -0.364
C 0.967 2.067 -0.819 0.536 0.125 -0.849 0.302
N 1.647 2.198 -1.746 -0.631 0.216 0.886 -0.415
H -0.536 -2.032 -0.782 -0.019 0.048 0.208 0.311
H -0.723 -2.869 0.768 -0.049 0.183 0.006 0.227
H -2.000 -1.763 0.193 0.060 -0.061 -0.005 0.232
H 1.488 -0.094 0.281 -0.074 -0.126 0.031 0.226
H 0.199 -0.180 -0.914 0.071 -0.060 -0.043 0.318
H 0.506 1.995 1.231 0.029 -0.288 -0.042 0.247
H -0.890 1.880 0.174 0.116 -0.299 -0.107 0.251
```
Forces are in eV/Å.

**SMILES**: COCCC#N
**Kohn-Sham gap**: 11.1 eV
**ΔE to the lowest compared entry with this formula, charge and spin**: 182.06 kJ/mol
**HOMO level**: -0.3768 Eh
**E_tot**: -286.56230 Ha